{
  "formula": "C36H33N5O5PtTe",
  "method": "wB97M-V/def2-TZVPD",
  "species": ["Pt", "C", "O", "C", "C", "C", "C", "C", "C", "N", "N", "C", "C", "C", "C", "O", "C", "N", "C", "C", "C", "C", "H", "H", "H", "H", "H", "H", "H", "H", "H", "H", "H", "H", "C", "C", "C", "C", "C", "C", "O", "N", "C", "O", "N", "C", "O", "H", "H", "H", "H", "H", "H", "H", "H", "H", "H", "H", "Te", "C", "C", "C", "C", "C", "C", "C", "C", "C", "C", "C", "C", "H", "H", "H", "H", "H", "H", "H", "H", "H", "H"],
  "xyz": [[1.522, 1.401, -0.714], [-6.096, -5.506, 1.229], [-5.876, -5.365, 2.621], [-5.122, -4.394, 3.091], [-5.024, -4.294, 4.502], [-4.304, -3.294, 5.084], [-3.599, -2.364, 4.281], [-3.678, -2.474, 2.869], [-4.435, -3.453, 2.293], [-2.987, -1.340, 4.880], [-2.245, -0.472, 4.458], [-1.224, -0.442, 3.602], [-0.362, -1.544, 3.422], [0.651, -1.517, 2.502], [0.824, -0.420, 1.628], [1.708, -0.431, 0.708], [-0.018, 0.737, 1.836], [0.121, 1.781, 0.997], [-0.595, 2.872, 1.163], [-1.463, 3.032, 2.246], [-1.659, 1.974, 3.104], [-0.966, 0.772, 2.885], [-6.728, -6.384, 1.112], [-5.158, -5.660, 0.691], [-6.613, -4.631, 0.829], [-5.568, -5.004, 5.102], [-4.237, -3.203, 6.156], [-3.164, -1.759, 2.244], [-4.499, -3.494, 1.218], [-0.500, -2.418, 4.044], [1.323, -2.353, 2.386], [-0.474, 3.656, 0.425], [-1.978, 3.968, 2.385], [-2.332, 2.053, 3.946], [-2.259, 1.593, -3.752], [-2.636, 0.116, -3.716], [-1.434, -0.834, -3.464], [-1.942, -2.290, -3.409], [-0.841, -3.331, -3.249], [-0.496, -0.662, -4.646], [-0.722, -1.101, -5.736], [0.654, 0.095, -4.419], [1.017, 0.579, -3.211], [2.055, 1.247, -3.041], [0.253, 0.347, -2.134], [-0.869, -0.416, -2.098], [-1.426, -0.686, -1.060], [-3.150, 2.189, -3.927], [-1.553, 1.803, -4.552], [-1.820, 1.913, -2.807], [-3.083, -0.164, -4.671], [-3.370, -0.056, -2.927], [-2.478, -2.488, -4.339], [-2.645, -2.373, -2.577], [-0.123, -3.271, -4.063], [-1.280, -4.326, -3.268], [-0.314, -3.209, -2.305], [1.264, 0.261, -5.213], [4.166, 0.385, -0.060], [5.828, 1.392, -0.980], [5.721, 2.070, -2.187], [6.811, 2.789, -2.653], [7.990, 2.816, -1.924], [8.090, 2.133, -0.723], [7.013, 1.402, -0.247], [3.348, 2.256, 0.627], [3.156, 2.496, 1.984], [2.610, 3.702, 2.399], [2.203, 4.651, 1.471], [2.382, 4.419, 0.115], [2.968, 3.230, -0.327], [4.809, 2.017, -2.771], [6.745, 3.328, -3.586], [8.846, 3.352, -2.305], [9.007, 2.169, -0.156], [7.090, 0.849, 0.681], [3.468, 1.758, 2.711], [2.527, 3.916, 3.454], [1.776, 5.584, 1.807], [2.105, 5.173, -0.607], [3.294, 3.150, -1.363]],
  "forces_ev_per_angstrom": [[-1.4173, -1.2530, -0.0460], [-0.1014, -0.0518, -0.6621], [0.0769, 0.0187, 0.6296], [0.2255, 0.3898, 0.3553], [-0.1358, -0.1092, -0.1525], [0.1270, 0.0697, -0.1706], [-0.3323, -0.7782, -1.1099], [-0.0254, 0.0331, 0.3041], [-0.0399, -0.1830, -0.3249], [0.3535, 0.4810, 1.3009], [-0.4706, 0.5014, 0.1912], [0.5829, -0.4267, -0.4761], [-0.1220, 0.0767, 0.0587], [0.1942, 0.1326, -0.2570], [-0.5490, 0.0011, 0.6156], [0.1053, 0.5252, -0.8557], [-0.4172, -0.1667, 0.5298], [0.4053, -0.0353, -0.4661], [0.0659, 0.1675, -0.0705], [-0.0940, -0.3015, 0.1889], [0.0681, 0.1959, -0.1990], [0.1994, -0.0204, -0.4679], [0.0820, 0.1119, 0.0495], [-0.0137, -0.0165, 0.0747], [0.0180, -0.0269, 0.0480], [-0.0383, -0.1327, 0.0508], [-0.0704, 0.0374, 0.1455], [0.0063, 0.0682, -0.0857], [-0.0465, -0.0527, -0.0882], [-0.0457, -0.0551, -0.0056], [-0.0016, -0.1139, -0.0096], [0.0217, -0.0269, 0.0639], [-0.0693, 0.0651, -0.0151], [-0.0866, 0.0028, 0.0096], [-0.1610, -0.1086, 0.0317], [-0.0013, 0.1688, -0.0974], [-0.4692, -0.2841, 0.3841], [0.1390, -0.0129, -0.1353], [-0.1440, 0.1528, 0.0176], [-0.2237, -0.1045, 0.3322], [0.0030, -0.0291, -0.1771], [0.5726, 0.2046, -0.3035], [-0.9027, -0.5388, -0.2952], [0.7385, 0.3674, 0.3618], [1.3829, 0.9315, 1.0134], [-0.4020, -0.4751, -0.6167], [-0.0590, 0.0295, 0.2424], [-0.0057, 0.1054, -0.0302], [0.0462, 0.1035, -0.0941], [-0.0010, 0.1019, 0.0579], [-0.0019, -0.0939, 0.0613], [0.0514, -0.1066, -0.0348], [-0.0531, 0.1038, 0.0775], [-0.0133, 0.1316, -0.0994], [0.1010, -0.0487, -0.1006], [0.0720, -0.0700, 0.0234], [0.0906, -0.0147, 0.1329], [-0.0764, -0.0331, 0.1038], [0.9523, 1.0721, -0.1703], [-0.2744, -0.2554, 0.1155], [-0.2974, -0.1162, -0.0699], [0.0088, -0.0237, 0.0188], [0.0260, -0.0014, -0.0399], [0.0404, -0.0498, 0.0247], [-0.3500, -0.0869, 0.0636], [0.0655, -0.3732, -0.3583], [-0.1129, 0.1074, 0.4070], [0.2289, -0.3860, 0.0748], [0.0096, 0.0436, -0.4936], [-0.1269, 0.2108, 0.3267], [0.6282, 0.0134, -0.1272], [0.0388, 0.0458, -0.0103], [-0.0323, -0.0153, -0.1020], [0.0247, 0.1056, 0.0068], [0.0774, -0.0638, 0.0377], [0.0995, 0.0344, 0.0695], [-0.0395, 0.0114, 0.0671], [-0.0534, -0.0487, 0.1006], [-0.0103, 0.0584, 0.0004], [0.0122, 0.0587, -0.0745], [-0.0532, 0.0501, 0.1234]],
  "lowdin_charge": [1.218, -0.034, -0.017, -0.238, 0.040, 0.031, -0.254, 0.028, 0.018, 0.150, 0.142, -0.214, 0.029, 0.034, -0.334, -0.268, -0.140, 0.015, -0.096, 0.002, 0.044, -0.062, 0.108, 0.103, 0.108, 0.135, 0.130, 0.122, 0.115, 0.135, 0.132, 0.123, 0.123, 0.130, -0.066, -0.151, -0.293, -0.172, -0.067, -0.395, 0.164, 0.237, -0.564, -0.045, 0.050, -0.456, 0.098, 0.086, 0.082, 0.068, 0.133, 0.128, 0.128, 0.119, 0.078, 0.083, 0.074, 0.186, 1.735, -0.480, -0.130, -0.052, -0.046, -0.055, -0.134, -0.547, -0.112, -0.038, -0.049, -0.056, -0.240, 0.095, 0.118, 0.120, 0.119, 0.098, 0.116, 0.125, 0.125, 0.126, 0.093],
  "multiplicity": 5,
  "homo_lumo_gap_ev": [6.16, 5.36],
  "relative_energy_kj_mol": 60.7,
  "total_energy_ev": -66077.6550,
  "s2": 6.08,
  "charge": 2,
  "lumo_energy_ha": [-0.2325, -0.3063]
}